Computed, not measured: the ion C12H18NO10S with charge -1 at a distorted geometry, with wB97M-V/def2-TZVPD.

Summary:
Gap between HOMO and LUMO (eV): 7.396
HOMO energy (Ha): -0.19160
Total charge: -1
Lowest unoccupied orbital energy (eV): 2.18
SMILES: CC[C@]1(ON=O)OS(=O)(=O)O[C@]1(CCCCCOC(C)=O)C(=O)[O-]

Each line ends with the natural charge from an NBO analysis.
Atoms and positions in Å:
C (-0.0773, 2.4913, 0.5895)  -0.4012
C (0.5396, 2.4780, 2.0833)  -0.4032
H (2.4589, 2.2953, 3.1236)  0.2021
C (-1.2385, 0.7535, -1.0485)  0.1117
H (-0.1784, 0.3100, 0.8128)  0.2172
O (-2.2436, 1.5852, -1.7369)  -0.6232
H (1.4617, -0.0934, 2.5721)  0.1703
O (-4.0193, 0.5868, -3.4598)  -0.9026
H (-1.5207, -3.9975, 0.0710)  0.2040
H (-1.7609, 1.1556, 1.0751)  0.2105
N (-3.8751, -1.0656, 0.2552)  0.3674
H (0.4889, 3.5563, 2.4253)  0.2102
O (-4.8069, -1.6911, -0.1126)  -0.2618
O (-3.3650, -0.2851, -0.7593)  -0.4324
H (-0.1432, 1.8231, 2.6910)  0.1927
H (-0.7630, 3.3765, 0.5160)  0.2110
C (-1.3348, -1.8411, -0.2849)  -0.4919
H (1.9851, 0.2077, 0.8689)  0.1953
H (3.6375, -1.9746, -0.6222)  0.2634
O (-1.9638, 1.1073, -4.3439)  -0.8469
H (-1.4969, -1.7543, 0.8291)  0.2391
H (0.7996, 2.6259, -0.0945)  0.2465
O (0.8017, -0.0526, -2.1956)  -0.7452
C (2.2312, 0.4510, 1.9526)  -0.0862
C (3.4956, -1.9890, 0.4953)  -0.7382
O (0.2317, 2.1226, -2.4532)  -0.7411
C (0.0459, 0.9202, -1.9938)  0.7083
C (2.0453, 2.0036, 2.1083)  -0.4261
O (-2.1051, -0.8561, -2.5324)  -0.6497
S (-2.5931, 0.6654, -3.0959)  2.4161
C (4.0729, -0.6631, 1.0920)  0.8027
H (4.0367, -2.8959, 0.8747)  0.2357
H (-0.2139, -1.7315, -0.4204)  0.2688
H (2.4017, -2.1223, 0.7091)  0.2229
O (5.0415, -0.1720, 0.5602)  -0.5450
C (-1.7184, -3.2905, -0.7938)  -0.6182
C (-0.8450, 1.1231, 0.4223)  -0.4267
O (3.5702, -0.0206, 2.2352)  -0.5454
H (-1.0027, -3.5877, -1.6029)  0.2284
H (2.6933, 2.5356, 1.3533)  0.2224
C (-1.9753, -0.6745, -1.0971)  0.5177
H (-2.7976, -3.4155, -1.0679)  0.2208